Record 1
The following is a DFT calculation (the ωB97M-V functional and the def2-TZVPD basis) of a molecular structure, C3H10N3 in a non-equilibrium geometry.

LUMO level: -4.50 eV
Kohn-Sham gap: 9.8 eV

```
! RIJCOSX wB97M-V def2-TZVPD def2/J DEFGRID3
* xyz 1 1
C 1.610 0.349 0.323
C -1.108 -1.158 0.675
C -1.667 1.272 0.384
N 0.459 0.379 0.053
N 2.785 0.111 -0.239
N -0.798 0.163 0.143
H 0.862 -0.677 -2.585
H -1.832 -1.756 0.155
H -0.179 -1.644 0.929
H -1.678 -0.983 1.598
H -1.536 1.460 1.467
H -1.193 1.984 -0.176
H -2.710 1.149 0.013
H 2.764 -0.298 -1.204
H 3.624 0.251 0.266
H 0.598 -0.600 -1.803
*
```

Atom charges from the natural (NBO) analysis, given in e for atoms 1 to 8: atom 1 (C): 0.549, atom 2 (C): -0.436, atom 3 (C): -0.411, atom 4 (N): -0.095, atom 5 (N): -0.774, atom 6 (N): -0.117, atom 7 (H): 0.065, atom 8 (H): 0.247



Record 2
The following is a DFT calculation (the ωB97M-V functional and the def2-TZVPD basis) of a molecular structure, C54H67BrCa2ClFIKN2O14S in a non-equilibrium geometry.

LUMO level: -7.83 eV
Kohn-Sham gap: 1.0 eV

```
! RIJCOSX wB97M-V def2-TZVPD def2/J DEFGRID3
* xyz 2 1
C 3.268 -4.456 -0.275
C 4.547 -3.666 0.000
C 4.916 -2.782 -1.223
C 4.656 -1.288 -0.932
N 3.839 -0.629 -1.971
C 3.058 0.500 -1.500
C 3.829 1.789 -1.163
C 4.743 1.777 0.078
C 4.306 2.859 1.098
Cl 5.656 3.949 1.518
C 2.124 0.891 -2.697
C 1.049 -0.185 -2.878
C -0.043 0.128 -1.857
I -1.217 1.746 -2.737
C -1.017 -1.009 -1.632
C -2.061 -0.651 -0.561
C -3.521 -1.037 -1.047
Br -4.572 0.646 -1.370
O 0.466 0.654 -0.642
S 1.885 0.022 -0.192
O 1.732 -1.396 -0.126
O 2.201 0.621 1.049
H 2.967 -5.072 0.563
H 3.446 -5.088 -1.148
H 2.463 -3.769 -0.526
H 5.325 -4.401 0.179
H 4.466 -3.072 0.905
H 5.963 -2.955 -1.449
H 4.269 -3.116 -2.038
H 4.238 -1.219 0.062
H 5.643 -0.830 -0.879
H 4.463 -0.275 -2.685
H 3.098 2.588 -1.102
H 4.412 2.011 -2.052
H 4.747 0.845 0.618
H 5.733 2.074 -0.236
H 4.036 2.370 2.022
H 3.430 3.406 0.777
H 1.655 1.844 -2.480
H 2.717 1.009 -3.596
H 0.636 -0.135 -3.875
H 1.440 -1.190 -2.740
H -1.461 -1.231 -2.595
H -0.479 -1.903 -1.328
H -1.807 -1.196 0.355
H -2.035 0.401 -0.292
H -3.497 -1.659 -1.920
H -4.023 -1.586 -0.216
C -0.058 7.993 0.582
C 0.375 6.535 0.525
N -0.050 5.753 1.657
C 0.612 4.469 1.761
C 0.365 3.431 0.661
C -1.466 5.752 1.931
C -2.401 5.305 0.797
H 0.263 8.463 1.513
H 0.392 8.542 -0.244
H -1.139 8.100 0.495
H 1.470 6.518 0.492
H 0.021 6.074 -0.427
H 0.362 4.026 2.729
H 1.690 4.663 1.809
H -0.626 2.987 0.738
H 1.098 2.622 0.778
H 0.469 3.850 -0.339
H -1.767 6.762 2.223
H -1.648 5.147 2.822
H -2.148 5.757 -0.153
H -3.429 5.600 1.045
H -2.392 4.224 0.676
F -1.109 4.720 -1.396
C -2.171 -5.570 6.005
C -1.379 -5.937 7.086
C -0.100 -5.424 7.216
C 0.398 -4.548 6.260
C -0.391 -4.197 5.161
C -1.679 -4.704 5.045
C 0.139 -3.298 4.099
O -0.555 -2.994 3.143
C 1.531 -2.795 4.226
C 2.066 -2.001 3.218
C 3.357 -1.516 3.335
C 4.118 -1.814 4.461
C 3.592 -2.608 5.465
C 2.303 -3.108 5.348
C 1.768 -3.989 6.421
O 2.432 -4.250 7.400
H -3.173 -5.967 5.910
H -1.760 -6.625 7.828
H 0.510 -5.710 8.061
H -2.292 -4.424 4.201
H 1.478 -1.764 2.344
H 3.771 -0.900 2.548
H 5.124 -1.427 4.553
H 4.183 -2.844 6.339
Ca -4.466 -0.889 1.180
C -5.293 0.707 -8.765
C -4.714 0.367 -7.545
C -4.602 1.315 -6.538
C -5.056 2.611 -6.749
C -5.614 2.962 -7.983
C -5.743 2.002 -8.986
C -6.068 4.364 -8.238
O -6.565 4.655 -9.306
C -5.902 5.372 -7.164
C -6.269 6.691 -7.401
C -6.129 7.636 -6.396
C -5.634 7.268 -5.148
C -5.263 5.955 -4.904
C -5.386 5.006 -5.910
C -4.956 3.614 -5.650
O -4.540 3.271 -4.566
H -5.387 -0.035 -9.546
H -4.351 -0.638 -7.381
H -4.156 1.045 -5.589
H -6.187 2.264 -9.938
H -6.657 6.979 -8.368
H -6.409 8.663 -6.583
H -5.532 8.008 -4.366
H -4.872 5.672 -3.935
C 3.728 -8.503 6.644
C 2.459 -7.703 6.916
C 1.567 -8.137 5.762
O 1.940 -9.478 5.437
C 3.163 -9.809 6.105
H 4.357 -8.643 7.521
H 4.324 -8.005 5.874
H 2.019 -8.015 7.867
H 2.616 -6.628 6.951
H 1.733 -7.513 4.874
H 0.506 -8.106 6.013
H 2.931 -10.506 6.916
H 3.835 -10.305 5.404
C 2.759 -7.454 -3.151
O 3.595 -7.513 -2.277
O 1.677 -8.276 -3.066
O 2.775 -6.683 -4.191
H 1.907 -8.722 -2.236
K -7.745 2.252 -6.877
C -4.838 8.891 1.981
O -5.270 7.710 1.844
O -3.495 8.987 1.639
O -5.433 9.894 2.345
H -3.423 8.038 1.438
Ca 4.222 -5.853 -5.571
*
```

Atom charges from the Löwdin analysis, given in e for atoms 1 to 8: atom 1 (C): -0.098, atom 2 (C): -0.236, atom 3 (C): -0.173, atom 4 (C): -0.205, atom 5 (N): 0.007, atom 6 (C): -0.471, atom 7 (C): -0.122, atom 8 (C): -0.229



Record 3
The following is a DFT calculation (the ωB97M-V functional and the def2-TZVPD basis) of a molecular structure, C37H35AgN4OS4 in a non-equilibrium geometry.

LUMO level: 3.92 eV
Kohn-Sham gap: 3.6 eV

```
! RIJCOSX wB97M-V def2-TZVPD def2/J DEFGRID3
* xyz -2 1
Ag -1.756 0.968 -1.446
C 2.812 -2.891 -2.538
C 3.913 -2.452 -1.573
C 5.183 -2.179 -2.392
C 4.180 -3.599 -0.589
C 3.528 -1.194 -0.796
C 4.455 -0.625 0.100
C 4.167 0.506 0.842
C 2.918 1.100 0.692
S 2.224 2.498 1.448
C 0.732 2.231 0.509
N 0.786 1.211 -0.287
C 1.986 0.551 -0.197
C 2.290 -0.595 -0.935
C -0.456 3.083 0.704
C -0.336 4.219 1.521
C -1.449 4.985 1.800
C -2.674 4.610 1.238
C -2.757 3.507 0.402
C -1.658 2.674 0.094
H 3.132 -3.792 -3.066
H 2.603 -2.119 -3.280
H 1.880 -3.118 -2.019
H 5.443 -3.057 -2.990
H 6.033 -1.943 -1.750
H 5.026 -1.337 -3.068
H 4.496 -4.496 -1.130
H 3.277 -3.836 -0.026
H 4.963 -3.339 0.125
H 5.426 -1.089 0.226
H 4.898 0.909 1.533
H 1.521 -0.972 -1.594
H 0.624 4.507 1.944
H -1.373 5.858 2.440
H -3.562 5.199 1.453
H -3.720 3.280 -0.049
C -1.255 1.930 4.268
C -1.642 0.572 4.856
C -2.884 0.771 5.736
C -0.481 0.079 5.731
C -1.943 -0.469 3.776
C -2.343 -1.765 4.158
C -2.643 -2.726 3.213
C -2.544 -2.399 1.867
S -2.854 -3.346 0.451
C -2.429 -1.943 -0.560
N -2.083 -0.912 0.113
C -2.142 -1.123 1.466
C -1.838 -0.165 2.433
C -2.457 -1.991 -2.037
C -2.812 -3.173 -2.690
C -2.829 -3.230 -4.069
C -2.492 -2.096 -4.806
C -2.147 -0.927 -4.143
C -2.111 -0.815 -2.747
H -1.050 2.632 5.080
H -2.048 2.351 3.650
H -0.359 1.863 3.652
H -2.676 1.500 6.522
H -3.198 -0.162 6.207
H -3.717 1.140 5.136
H -0.253 0.813 6.508
H 0.414 -0.069 5.124
H -0.718 -0.871 6.215
H -2.436 -2.018 5.208
H -2.959 -3.716 3.520
H -1.547 0.816 2.084
H -3.080 -4.062 -2.119
H -3.107 -4.152 -4.570
H -2.504 -2.130 -5.892
H -1.893 -0.055 -4.742
O -3.160 3.941 -4.852
S -3.060 2.801 -3.887
N -1.909 2.628 -3.009
S 2.264 0.743 -5.544
C 2.247 2.221 -4.672
C 1.383 2.128 -3.626
N 0.757 0.924 -3.492
C 1.110 0.107 -4.427
H 2.838 3.068 -4.977
H 1.134 2.912 -2.926
H 0.702 -0.887 -4.532
*
```

Atom charges from the Löwdin analysis, given in e for atoms 1 to 8: atom 1 (Ag): 0.599, atom 2 (C): -0.061, atom 3 (C): -0.559, atom 4 (C): -0.056, atom 5 (C): -0.055, atom 6 (C): -0.178, atom 7 (C): -0.064, atom 8 (C): -0.100



Record 4
The following is a DFT calculation (the ωB97M-V functional and the def2-TZVPD basis) of a single C6H9N molecule.

SMILES string: C1[C@H]2N1CC21CC1
LUMO level: 1.07 eV
Kohn-Sham gap: 9.9 eV

```
! RIJCOSX wB97M-V def2-TZVPD def2/J DEFGRID3
* xyz 0 1
C -1.578 1.293 0.349
C -1.126 0.200 -0.487
N -0.643 1.576 -0.792
C 0.772 1.057 -0.641
C 0.282 -0.272 -0.079
C 0.868 -1.027 1.112
C 0.758 -1.670 -0.240
H -1.301 1.253 1.397
H -2.609 1.620 0.157
H -1.825 -0.181 -1.229
H 1.486 1.690 -0.097
H 1.183 0.896 -1.652
H 0.249 -1.368 1.936
H 1.895 -0.804 1.431
H 1.653 -1.891 -0.812
H -0.064 -2.371 -0.354
*
```

Atom charges from the natural (NBO) analysis, given in e for atoms 1 to 8: atom 1 (C): -0.273, atom 2 (C): -0.094, atom 3 (N): -0.389, atom 4 (C): -0.207, atom 5 (C): -0.088, atom 6 (C): -0.414, atom 7 (C): -0.409, atom 8 (H): 0.199



Record 5
The following is a DFT calculation (the ωB97M-V functional and the def2-TZVPD basis) of a molecular structure, H12MgMnO30S6Zn2 in a non-equilibrium geometry.

LUMO level (alpha / beta): 6.60 / 6.60 eV
⟨S²⟩: 8.76
Kohn-Sham gap (alpha / beta): 4.2 / 4.2 eV

```
! RIJCOSX wB97M-V def2-TZVPD def2/J DEFGRID3
* xyz -4 6
Mg -20.455 2.550 -16.662
Mn -16.850 -1.056 -19.044
Zn -20.672 -0.646 -17.222
Zn -16.879 3.959 -18.120
S -18.731 5.124 -15.739
O -19.663 4.055 -16.120
O -17.648 5.056 -16.674
O -19.501 6.364 -15.787
O -18.272 4.881 -14.422
S -21.348 0.692 -14.426
O -20.613 1.833 -14.938
O -21.356 -0.276 -15.512
O -20.701 0.164 -13.238
O -22.687 1.081 -14.097
S -16.082 1.933 -20.487
O -17.416 2.061 -21.129
O -15.976 3.000 -19.507
O -15.858 0.644 -19.904
O -15.010 2.265 -21.393
S -19.851 3.854 -19.490
O -20.713 4.991 -19.423
O -18.479 4.291 -19.192
O -20.326 2.927 -18.450
O -19.826 3.206 -20.798
S -18.011 1.127 -16.936
O -17.834 1.327 -15.518
O -17.229 -0.013 -17.399
O -19.437 0.873 -17.113
O -17.609 2.325 -17.541
S -18.355 -2.948 -16.811
O -19.426 -1.965 -16.537
O -17.786 -2.633 -18.134
O -17.403 -2.722 -15.731
O -18.925 -4.316 -16.763
O -18.149 -0.572 -13.940
H -18.117 0.305 -14.321
H -19.033 -0.645 -13.580
O -21.884 0.613 -18.313
H -22.466 0.407 -19.044
H -22.315 1.337 -17.859
O -18.565 -0.271 -19.874
H -18.750 0.463 -20.460
H -19.258 -0.905 -20.058
O -17.006 2.657 -13.455
H -17.074 2.228 -14.308
H -16.231 2.266 -13.051
O -15.269 3.551 -16.838
H -15.309 3.611 -15.884
H -14.424 3.139 -17.017
O -15.552 -0.804 -15.438
H -14.728 -0.317 -15.405
H -16.046 -0.390 -16.146
*
```

Atom charges from the natural (NBO) analysis, given in e for atoms 1 to 8: atom 1 (Mg): 1.805, atom 2 (Mn): 1.652, atom 3 (Zn): 1.738, atom 4 (Zn): 1.773, atom 5 (S): 2.712, atom 6 (O): -1.247, atom 7 (O): -1.187, atom 8 (O): -1.093



Record 6
The following is a DFT calculation (the ωB97M-V functional and the def2-TZVPD basis) of a molecular structure, C22H11Cl5N4NiO.

LUMO level (alpha / beta): -0.78 / -0.82 eV
⟨S²⟩: 2.03
Kohn-Sham gap (alpha / beta): 5.9 / 5.9 eV

```
! RIJCOSX wB97M-V def2-TZVPD def2/J DEFGRID3
* xyz 0 3
Ni -0.220 -0.188 0.208
C 1.329 -1.290 3.899
C 2.077 -2.330 3.532
C 1.926 -2.945 2.215
C 1.017 -2.396 1.383
N 0.196 -1.340 1.685
C 0.272 -0.703 2.998
C 0.826 -2.834 -0.013
C 1.096 -4.087 -0.562
C 0.688 -4.344 -1.857
C -0.009 -3.377 -2.588
C -0.216 -2.155 -1.989
N 0.238 -1.904 -0.765
C -1.025 -1.030 -2.543
C -1.310 -0.892 -3.890
C -2.069 0.190 -4.307
C -2.524 1.099 -3.367
C -2.190 0.892 -2.040
N -1.459 -0.145 -1.631
H 1.446 -0.837 4.875
H 2.817 -2.726 4.216
H 2.555 -3.764 1.896
H -0.712 -0.788 3.491
H 1.574 -4.848 0.039
H 0.866 -5.319 -2.293
H -0.400 -3.595 -3.572
H -0.926 -1.611 -4.602
H -2.294 0.325 -5.357
H -3.118 1.957 -3.648
H -2.514 1.579 -1.267
Cl 1.132 1.533 -0.896
C 0.539 2.879 0.060
C -0.062 2.561 1.281
C -0.574 3.639 2.016
Cl -1.488 3.316 3.432
C -0.419 4.951 1.572
Cl -1.043 6.253 2.509
C 0.215 5.226 0.360
Cl 0.399 6.848 -0.189
C 0.685 4.172 -0.414
Cl 1.447 4.461 -1.934
O 0.986 1.528 3.613
C 0.420 0.810 2.808
N -0.174 1.230 1.638
*
```

Atom charges from the natural (NBO) analysis, given in e for atoms 1 to 8: atom 1 (Ni): 1.318, atom 2 (C): -0.160, atom 3 (C): -0.232, atom 4 (C): -0.302, atom 5 (C): 0.140, atom 6 (N): -0.729, atom 7 (C): -0.172, atom 8 (C): 0.233



Which ΔE to the lowest compared entry with this formula, charge and spin belongs to each record? In order, 530.1 239.5 110.0 359.7 612.7 0.0 kJ/mol.